1.
Density functional theory data (ωB97M-V with the def2-TZVPD basis set) for a structure of composition C3H7ClMgNO at a distorted geometry.

Positions of all 14 atoms, in Å:
Mg  -20.61391  -2.47761  22.23941
Cl  -21.49554  -0.26088  22.51238
C  -23.47680  -3.93068  22.61468
O  -22.34046  -3.39929  22.50822
N  -24.51522  -3.39606  23.23352
C  -25.83598  -4.01090  23.32544
C  -24.61840  -2.03540  23.63258
H  -23.52520  -4.99496  22.33689
H  -26.60215  -3.65607  22.63611
H  -26.25213  -3.99602  24.33277
H  -25.81562  -5.06050  23.03217
H  -25.10521  -1.44158  22.85895
H  -25.21854  -2.01650  24.54229
H  -23.66523  -1.56880  23.88126

Calculated values
Highest occupied orbital energy ... -13.74 eV
Energy ... -24724.5108 eV
LUMO level ... -6.1 eV
Spin multiplicity ... 1
Max |F| ... 0.058 Eh/bohr
Orbital gap ... 0.2803 Ha
Energy relative to the best compared isomer or geometry (same formula, charge and spin) ... 27.24 kJ/mol
Charge ... +1

=====

2.
Density functional theory data (ωB97M-V with the def2-TZVPD basis set) for a structure of composition C5H10N3O2 at a distorted geometry.

Positions of all 20 atoms, in Å:
C  -0.41629  0.41283  -0.05161
C  -0.36672  1.41958  -0.98085
C  -0.67760  -1.20882  1.68574
C  1.72368  -0.48102  1.05218
C  0.19650  -0.13378  1.14671
N  -0.58154  -0.40845  -2.31366
N  -0.64183  -1.05304  -1.20861
N  -0.27926  2.73338  -0.95775
O  -0.85103  -2.23985  -1.19864
O  -0.39647  0.92515  -2.26724
H  -0.22309  -1.85804  2.51198
H  -0.93389  -1.89287  0.78655
H  -1.61353  -0.80409  2.14648
H  1.79230  -1.49921  0.60492
H  2.14358  -0.71625  2.01638
H  2.23674  0.30490  0.47438
H  0.00603  0.78491  1.82005
H  -0.52369  -0.79761  -3.25934
H  -0.36899  3.29244  -0.08916
H  -0.22490  3.21985  -1.91851

Calculated values
Highest occupied orbital energy ... -13.53 eV
Energy ... -13898.9323 eV
LUMO level ... -4.5 eV
Spin multiplicity ... 1
Max |F| ... 0.060 Eh/bohr
Orbital gap ... 0.3327 Ha
Energy relative to the best compared isomer or geometry (same formula, charge and spin) ... 697.16 kJ/mol
Charge ... +1